# 1
Entry from the Open Molecules 2025 dataset: a cluster of 2 separate species, C5H10N2O4 in total in a non-equilibrium geometry (the ωB97M-V functional and the def2-TZVPD basis).

```
21
C5H10N2O4 | the Open Molecules 2025 dataset | the ωB97M-V functional and the def2-TZVPD basis
O -1.015 1.771 2.636
O 0.006 2.761 0.953
O -2.446 -0.327 1.943
O -2.949 -0.501 -0.157
N -2.205 0.074 0.851
N -0.750 1.847 1.433
C -1.378 0.980 0.466
C 0.627 -0.734 0.969
C 1.908 -0.198 1.478
C 0.613 -1.281 -0.257
C -1.471 1.447 -0.951
H -0.259 -0.557 1.522
H 2.644 -0.082 0.790
H -3.210 -1.380 0.261
H 2.335 -0.950 2.181
H -1.088 0.691 -1.487
H -2.559 1.522 -1.151
H 1.574 -1.418 -0.662
H -1.095 2.472 -0.993
H 1.826 0.883 1.876
H -0.335 -1.582 -0.793
```

## Properties
HOMO-LUMO gap   8.39 eV
Structure (SMILES)   C/C([N+](=O)[O-])=[N+](/[O-])O.C=CC
Multiplicity   1
ΔE to the lowest compared entry with this formula, charge and spin   216.04 kcal/mol
LUMO energy   -0.98 eV
Total energy   -606.6852 a.u.

=====

# 2
Entry from the Open Molecules 2025 dataset: the ion C5H10N2P with charge +1 in a non-equilibrium geometry (the ωB97M-V functional and the def2-TZVPD basis).

```
18
C5H10N2P | the Open Molecules 2025 dataset | the ωB97M-V functional and the def2-TZVPD basis
P -2.658 -1.010 -0.021
N 0.225 -0.008 0.062
N -2.096 0.505 0.131
C 1.278 -2.157 -0.025
C -2.386 1.880 -0.085
C 0.055 -1.300 -0.044
C 1.175 1.025 0.087
C -1.215 -1.980 0.028
H -3.538 1.986 -0.303
H 1.443 -2.366 1.073
H 1.136 1.448 1.100
H -1.144 -3.059 0.130
H 2.099 -1.728 -0.512
H 0.811 1.883 -0.622
H -1.686 2.313 -0.906
H 1.055 -3.017 -0.495
H -2.033 2.454 0.841
H 2.176 0.691 -0.258
```

## Properties
HOMO-LUMO gap (spin up / spin down)   6.31 / 6.39 eV
Structure (SMILES)   C/N=C(\C)C=P#[N+]C
Multiplicity   1
ΔE to the lowest compared entry with this formula, charge and spin   84.21 kcal/mol
Total charge   +1
LUMO energy (spin up / spin down)   -6.85 / -6.81 eV
Total energy   -646.9622 a.u.

=====

# 3
Entry from the Open Molecules 2025 dataset: a cluster of 2 separate species, C5H10N2S in total in a non-equilibrium geometry (the ωB97M-V functional and the def2-TZVPD basis).

```
18
C5H10N2S | the Open Molecules 2025 dataset | the ωB97M-V functional and the def2-TZVPD basis
S 0.026 -1.922 -1.263
N 0.986 1.439 -2.116
N 1.916 -1.489 1.736
C -0.097 -0.274 -0.618
C 2.092 -0.581 0.890
C 0.496 0.571 -1.438
C -2.464 0.001 0.317
C -0.951 0.003 0.624
H -0.598 1.020 1.059
H 2.020 0.510 1.117
H -2.551 0.041 -0.748
H -3.025 -0.909 0.589
H 2.593 -0.759 -0.081
H -3.071 0.813 0.626
H 1.538 -1.208 2.636
H 0.686 -2.380 -0.291
H -0.700 -0.720 1.343
H 2.034 1.630 -2.092
```

## Properties
HOMO-LUMO gap   9.23 eV
Structure (SMILES)   CCC(S)=C=N.C=N
Multiplicity   1
ΔE to the lowest compared entry with this formula, charge and spin   75.24 kcal/mol
LUMO energy   0.77 eV
Total energy   -704.1039 a.u.

=====

# 4
Entry from the Open Molecules 2025 dataset: the molecule C5H10N2S in a non-equilibrium geometry (the ωB97M-V functional and the def2-TZVPD basis).

```
18
C5H10N2S | the Open Molecules 2025 dataset | the ωB97M-V functional and the def2-TZVPD basis
S 0.627 -1.898 -1.463
N -0.703 0.993 1.392
N 0.348 2.736 0.303
C 0.255 0.155 0.433
C 1.035 1.475 -0.357
C -0.509 -0.864 -0.524
C -1.300 -1.773 0.392
C -0.322 2.321 1.297
H -0.786 -1.987 1.434
H 2.101 1.715 -0.008
H 0.964 1.298 -1.545
H -2.166 -1.283 0.645
H -0.973 0.703 2.218
H -0.986 -0.616 -1.484
H -1.006 2.963 1.995
H -1.520 -2.981 0.104
H 0.931 -0.520 1.159
H 0.939 -2.916 -0.421
```

## Properties
HOMO-LUMO gap   9.66 eV
Structure (SMILES)   C[C@H](S)[C@H]1CN=CN1
Multiplicity   1
ΔE to the lowest compared entry with this formula, charge and spin   89.56 kcal/mol
LUMO energy   0.75 eV
Total energy   -704.0811 a.u.

=====

# 5
Entry from the Open Molecules 2025 dataset: the molecule C5H10N2S in a non-equilibrium geometry (the ωB97M-V functional and the def2-TZVPD basis).

```
18
C5H10N2S | the Open Molecules 2025 dataset | the ωB97M-V functional and the def2-TZVPD basis
S 1.460 0.036 -1.401
N -2.235 -0.379 0.469
N 0.711 1.534 1.674
C -0.811 -0.125 0.440
C -0.273 0.482 1.705
C -0.277 0.244 -0.919
C -0.036 -0.831 -1.911
C 0.009 -0.970 1.394
H 1.405 1.338 0.936
H -2.461 -1.123 -0.198
H -1.075 0.685 2.477
H -0.110 -1.854 -1.560
H 1.037 -1.238 1.078
H -0.520 -1.747 1.955
H -0.344 -0.678 -2.940
H -0.737 1.175 -1.314
H -2.757 0.446 0.196
H 1.200 1.533 2.544
```

## Properties
HOMO-LUMO gap   9.74 eV
Structure (SMILES)   N[C@@H]1C[C@]1(N)[C@@H]1CS1
Multiplicity   1
ΔE to the lowest compared entry with this formula, charge and spin   38.10 kcal/mol
LUMO energy   0.90 eV
Total energy   -704.1631 a.u.

=====

# 6
Entry from the Open Molecules 2025 dataset: a cluster of 2 separate species, C5H10N2Si in total in a non-equilibrium geometry (the ωB97M-V functional and the def2-TZVPD basis).

```
18
C5H10N2Si | the Open Molecules 2025 dataset | the ωB97M-V functional and the def2-TZVPD basis
Si -0.781 -0.343 0.648
N 0.226 0.545 -0.536
N 0.921 1.114 -2.586
C -0.128 0.925 -1.780
C 1.602 0.506 -0.547
C -0.600 0.661 2.232
C 1.977 0.794 -1.781
C -0.622 -2.266 0.408
H 2.983 1.021 -2.221
H 2.033 0.129 0.388
H -1.012 1.572 2.010
H -1.093 0.134 3.034
H -1.180 1.038 -2.021
H 0.290 -2.553 -0.076
H -0.844 -2.840 1.288
H -1.461 -2.494 -0.455
H -2.728 1.142 -0.557
H 0.418 0.916 2.552
```

## Properties
HOMO-LUMO gap (spin up / spin down)   7.43 / 8.20 eV
Multiplicity   1
ΔE to the lowest compared entry with this formula, charge and spin   96.61 kcal/mol
LUMO energy (spin up / spin down)   -0.77 / -0.75 eV
Total energy   -595.3958 a.u.

=====

# 7
Entry from the Open Molecules 2025 dataset: a structure of composition C5H10N2Si in a non-equilibrium geometry (the ωB97M-V functional and the def2-TZVPD basis).

```
18
C5H10N2Si | the Open Molecules 2025 dataset | the ωB97M-V functional and the def2-TZVPD basis
Si 0.680 -0.703 1.586
N 1.354 0.427 0.490
N 0.749 -0.651 3.462
C 1.821 1.372 1.328
C -0.186 -2.260 0.960
C -2.469 0.475 -5.058
C 1.239 0.551 3.638
C 1.747 1.465 2.738
H 2.291 2.316 3.228
H -1.839 1.023 -4.461
H -1.246 -2.227 0.707
H 0.460 -2.704 0.126
H 1.260 0.835 4.706
H 2.224 2.262 0.867
H -3.526 0.640 -4.884
H -2.326 0.708 -6.167
H -0.088 -3.002 1.746
H -2.145 -0.527 -5.011
```

## Properties
HOMO-LUMO gap (spin up / spin down)   5.79 / 7.04 eV
⟨S²⟩   2.0289
Multiplicity   3
ΔE to the lowest compared entry with this formula, charge and spin   12.01 kcal/mol
LUMO energy (spin up / spin down)   0.37 / -2.56 eV
Total energy   -595.3532 a.u.

=====

# 8
Entry from the Open Molecules 2025 dataset: the ion C5H10N3 with charge +1 in a non-equilibrium geometry (the ωB97M-V functional and the def2-TZVPD basis).

```
18
C5H10N3 | the Open Molecules 2025 dataset | the ωB97M-V functional and the def2-TZVPD basis
N -2.428 -1.559 0.236
N -0.228 0.473 -0.075
N 3.607 -0.507 -0.111
C 2.302 -0.835 -0.172
C -1.525 0.645 -0.138
C -0.760 1.814 0.167
C -2.710 -0.149 -0.136
C 1.333 0.193 -0.111
H 4.293 -1.186 -0.133
H -0.411 2.511 -0.531
H -0.847 2.208 1.215
H -1.739 -1.890 -0.535
H -3.504 0.373 0.419
H 2.100 -1.915 -0.176
H 1.583 1.211 -0.095
H -1.832 -1.502 1.074
H -3.205 -0.257 -1.119
H 3.973 0.374 0.222
```

## Properties
HOMO-LUMO gap   8.25 eV
Structure (SMILES)   N/C=C/[N+]1=C(CN)C1
Multiplicity   1
ΔE to the lowest compared entry with this formula, charge and spin   127.22 kcal/mol
Total charge   +1
LUMO energy   -4.48 eV
Total energy   -360.3724 a.u.

=====

# 9
Entry from the Open Molecules 2025 dataset: the ion C5H10N3O with charge +1 in a non-equilibrium geometry (the ωB97M-V functional and the def2-TZVPD basis).

```
19
C5H10N3O | the Open Molecules 2025 dataset | the ωB97M-V functional and the def2-TZVPD basis
O -0.186 2.120 0.796
N -0.792 3.339 -0.970
N -0.280 0.094 0.223
N 0.019 0.841 1.171
C -0.036 -1.354 0.166
C 0.066 -1.910 1.595
C -0.741 0.867 -1.033
C -0.546 2.105 -0.486
C 1.375 -1.535 -0.635
H -0.886 -1.754 -0.411
H -1.364 3.419 -1.725
H -1.129 0.449 -1.884
H 1.625 -2.659 -0.700
H 1.281 -1.129 -1.566
H -0.807 -1.579 2.181
H 0.040 -3.057 1.721
H -0.710 4.133 -0.444
H 2.048 -0.973 0.025
H 1.020 -1.417 1.975
```

## Properties
HOMO-LUMO gap   9.71 eV
Structure (SMILES)   CC(C)[n+]1cc(N)on1
Multiplicity   1
ΔE to the lowest compared entry with this formula, charge and spin   81.97 kcal/mol
Total charge   +1
LUMO energy   -4.41 eV
Total energy   -435.6715 a.u.

=====

# 10
Entry from the Open Molecules 2025 dataset: the ion C5H10N3O2 with charge +1 in a non-equilibrium geometry (the ωB97M-V functional and the def2-TZVPD basis).

```
20
C5H10N3O2 | the Open Molecules 2025 dataset | the ωB97M-V functional and the def2-TZVPD basis
O 0.027 1.899 0.472
O -0.586 0.112 4.352
N 0.389 0.299 -1.374
N -0.751 0.547 2.190
N -0.719 -1.684 3.128
C -0.148 0.815 0.976
C -0.716 -0.405 3.230
C 1.651 -0.340 -1.853
C -0.693 0.361 -2.392
C -0.064 -0.176 -0.112
H 1.592 -0.912 -2.776
H -0.516 -0.629 -2.914
H -1.160 1.456 2.469
H 2.494 0.355 -2.096
H 2.067 -1.090 -1.032
H -0.899 -2.295 3.888
H -1.615 0.443 -1.895
H -0.499 1.172 -3.124
H -0.513 -1.198 -0.130
H 0.661 1.270 -1.008
```

## Properties
HOMO-LUMO gap (spin up / spin down)   8.46 / 8.00 eV
Multiplicity   1
ΔE to the lowest compared entry with this formula, charge and spin   119.62 kcal/mol
Total charge   +1
LUMO energy (spin up / spin down)   -5.94 / -6.00 eV
Total energy   -510.8512 a.u.

=====

no.,M (g/mol)
1,162.15
2,129.12
3,130.22
4,130.22
5,130.22
6,126.23
7,126.23
8,112.16
9,128.16
10,144.15